# 1
The following is a DFT calculation (ωB97M-V/def2-TZVPD) of the molecule C26H37FN2O2.

Geometry as XYZ:
```
68
Properties=species:S:1:pos:R:3
F 2.857 5.007 0.113
O -4.353 3.451 0.609
O -0.429 2.708 -0.159
N 2.387 -1.636 1.711
N -1.403 -2.020 -0.417
C -0.537 -3.173 -0.246
C -1.781 -1.750 -1.789
C -2.601 1.881 0.577
C 3.354 -2.696 1.550
C 3.527 3.846 -0.072
C -3.031 -0.501 0.562
C 2.781 -0.289 1.403
C 4.880 1.501 -0.451
C -2.486 -1.904 0.541
C 2.829 2.656 -0.004
C -0.622 2.634 -1.550
C 2.799 0.151 -0.085
C -4.864 1.065 0.598
C -4.389 -0.237 0.573
C -5.725 3.759 0.617
C 0.911 -2.721 -0.008
C -2.153 0.575 0.571
C 5.559 2.704 -0.513
C -2.819 -2.698 -2.403
C -3.980 2.136 0.596
C 1.885 -3.896 -0.082
C 3.305 -3.410 0.192
C 4.885 3.898 -0.324
C 1.046 -2.047 1.368
C 3.512 1.462 -0.202
C -1.605 3.017 0.555
H -5.099 -1.053 0.566
H 1.774 0.244 -0.444
H -0.868 -3.780 0.603
H 0.352 2.427 -1.990
H -6.230 3.376 -0.276
H -2.507 -3.735 -2.305
H 5.419 0.576 -0.602
H 4.352 -2.292 1.728
H 3.320 -0.601 -0.678
H 0.721 -2.768 2.131
H -5.781 4.847 0.622
H -1.274 3.239 1.575
H 1.831 -4.372 -1.065
H -3.306 -2.620 0.357
H -1.005 3.583 -1.944
H -2.082 3.916 0.142
H 0.389 -1.179 1.420
H -2.939 -2.473 -3.460
H 3.147 -3.442 2.330
H 3.784 -0.144 1.815
H -5.930 1.230 0.610
H 2.104 0.384 1.940
H -3.784 -2.577 -1.918
H -1.090 0.390 0.549
H 1.607 -4.642 0.667
H -6.221 3.369 1.511
H -2.172 -0.729 -1.830
H -1.321 1.833 -1.816
H 1.167 -1.999 -0.788
H 3.999 -4.253 0.205
H -2.071 -2.126 1.530
H -0.865 -1.780 -2.386
H 6.621 2.715 -0.712
H 1.768 2.669 0.190
H 5.391 4.849 -0.370
H 3.618 -2.732 -0.604
H -0.561 -3.819 -1.133
```

Properties
2S+1   1
Calculated total energy   -37354.4774 eV
E_HOMO   -0.2851 Eh
SMILES   CCN(Cc1ccc(OC)c(COC)c1)C[C@@H]1CCCN(CCc2cccc(F)c2)C1

=====

# 2
The following is a DFT calculation (ωB97M-V/def2-TZVPD) of C26H37HfN2P2S5Si as an isolated structure in a non-equilibrium geometry.

Geometry as XYZ:
```
74
Properties=species:S:1:pos:R:3
Hf -1.586 -0.849 -1.179
S -3.285 0.433 -2.327
S -3.056 -2.758 -0.878
S -7.550 -0.202 1.792
S -5.725 0.635 -0.484
S -5.548 -1.990 0.502
P -1.375 -0.396 1.744
P 1.057 0.343 -0.620
Si 0.787 -1.779 -5.635
N 1.632 2.098 1.326
N 0.623 0.443 3.335
C 1.905 -3.339 -5.757
C 2.422 3.577 3.059
C -1.826 1.490 3.882
C 1.516 1.430 3.624
C 2.452 2.861 5.314
C -1.472 -1.872 2.796
C 2.483 -0.800 -0.352
C 1.830 2.370 2.647
C 1.700 -0.120 -5.959
C 1.643 1.709 -1.651
C 1.915 -2.049 0.248
C -4.233 -1.514 -0.547
C -0.768 -2.085 -6.543
C -0.373 -1.572 -2.762
C 0.211 -1.756 -3.814
C -3.790 0.376 2.770
C 1.905 1.665 4.971
C 3.495 -0.297 0.654
C -6.298 -0.469 0.704
C -2.492 2.129 1.617
C 0.885 1.040 1.050
C 2.758 3.847 4.369
C -2.380 0.938 2.557
C 3.210 -1.120 -1.705
C 0.274 0.279 2.067
C -4.324 -0.244 -1.063
H 2.514 -1.436 -2.483
H 1.264 -4.186 -5.491
H -1.496 2.547 1.395
H 3.919 -1.937 -1.505
H -0.657 -2.040 -7.601
H -3.980 -0.246 3.644
H -2.460 -2.356 2.657
H -4.115 -0.095 1.854
H 1.654 0.931 5.748
H -4.482 1.192 2.825
H 2.615 4.341 2.249
H 2.750 -3.241 -5.101
H -1.492 -1.300 -6.421
H -3.084 2.921 2.055
H 0.955 0.707 -6.146
H 2.994 -0.199 1.651
H 3.858 -0.334 -2.035
H 1.909 1.386 -2.643
H 2.205 0.097 -5.010
H 1.519 -1.833 1.245
H 4.334 -0.946 0.674
H 1.196 -2.561 -0.337
H 3.246 4.758 4.650
H -1.486 0.747 4.595
H -2.673 2.110 4.345
H 0.878 2.480 -1.738
H 2.451 -3.591 -6.711
H -2.916 1.925 0.669
H 2.376 -0.333 -6.736
H 3.799 0.712 0.383
H 2.773 2.994 6.337
H -1.298 -1.646 3.865
H 2.703 -2.742 0.518
H -1.027 2.230 3.767
H 2.566 2.184 -1.143
H -0.809 -2.645 2.519
H -1.123 -3.048 -6.298
```

Properties
Net charge   +1
2S+1   1
Calculated total energy   -112475.9402 eV
E_HOMO   -0.3888 Eh